C32H60N2O2P3Pd | ωB97M-V/def2-TZVPD

Results
<S²> = 2.041
HOMO (spin up / spin down) = -8.010 / -8.837 eV
Energy above the lowest of the compared OMol25 structures with the same formula, charge and spin = 0.0 kJ/mol
Orbital gap (spin up / spin down) = 6.49 / 4.95 eV

Geometry as ORCA input:
```
! wB97M-V def2-TZVPD RIJCOSX def2/J DEFGRID3
* xyz 1 3
C 0.2568 -1.7121 -2.6925
C 2.2571 -0.4496 -2.4735
C 0.6395 -2.1896 -3.9480
C 2.7329 -1.0216 -3.6894
C 1.9145 -1.8675 -4.4166
H -0.0572 -2.8174 -4.4983
H 3.7285 -0.7439 -4.0247
H 2.2632 -2.2943 -5.3513
N 1.0218 -0.8596 -2.0273
P -1.0531 -2.2677 -0.2255
P 2.1934 1.4204 -0.4130
C -1.0886 -2.1264 -2.0739
H -1.8292 -1.3531 -2.3269
H -1.4199 -3.0721 -2.5198
C 2.9733 0.5261 -1.7252
H 3.9898 0.7572 -2.0581
C 1.5674 3.0172 -1.2440
C 3.5455 1.8834 0.8428
C -2.8714 -2.1914 0.3971
C -0.3422 -4.0054 -0.0301
C 0.5466 3.6950 -0.3177
H 1.0100 4.1066 0.5852
H 0.0843 4.5344 -0.8607
H -0.2472 2.9990 -0.0221
C 2.7136 3.9836 -1.5771
H 3.1705 4.4245 -0.6836
H 3.4841 3.5028 -2.1952
H 2.2942 4.8171 -2.1642
C 0.8686 2.6531 -2.5637
H 0.4372 3.5742 -2.9914
H 1.5712 2.2399 -3.2999
H 0.0479 1.9397 -2.4116
C 3.0523 3.0268 1.7467
H 2.0625 2.8124 2.1734
H 3.7550 3.1288 2.5887
H 3.0235 3.9942 1.2343
C 3.8674 0.6885 1.7498
H 3.0060 0.3822 2.3571
H 4.2507 -0.1708 1.1902
H 4.6616 1.0039 2.4460
C 4.8564 2.2682 0.1425
H 4.7704 3.1544 -0.4924
H 5.5979 2.4975 0.9240
H 5.2471 1.4414 -0.4606
C -0.1133 -4.2296 1.4742
H 0.3013 -5.2410 1.6041
H 0.6119 -3.5177 1.8904
H -1.0436 -4.1684 2.0550
C 1.0055 -4.1178 -0.7725
H 0.8689 -4.2337 -1.8573
H 1.6746 -3.2729 -0.5918
H 1.5145 -5.0187 -0.3957
C -1.2398 -5.1181 -0.6040
H -0.6247 -6.0292 -0.6765
H -2.0800 -5.3634 0.0516
H -1.6187 -4.8899 -1.6095
C -3.7508 -1.5416 -0.6768
H -3.8566 -2.1631 -1.5769
H -4.7603 -1.3776 -0.2626
H -3.3593 -0.5576 -0.9650
C -2.8685 -1.2713 1.6278
H -2.4821 -0.2737 1.3880
H -3.8994 -1.1694 2.0023
H -2.2636 -1.6830 2.4448
C -3.5039 -3.5300 0.8055
H -3.6527 -4.2025 -0.0481
H -2.9461 -4.0424 1.5991
H -4.5061 -3.3185 1.2127
Pd 0.3936 -0.2325 0.0538
C 1.7077 -1.3820 0.7566
O 2.5907 -2.0094 1.1943
N -1.2313 0.8663 -0.5319
C -2.0742 1.4884 -1.0525
C -3.1624 2.4082 -1.5691
C -2.6534 3.1760 -2.7875
C -4.3836 1.5866 -1.9837
C -3.5572 3.3708 -0.4507
H -1.8176 3.8378 -2.5314
H -2.3253 2.4880 -3.5760
H -3.4612 3.7951 -3.1946
H -4.8456 1.0901 -1.1233
H -5.1330 2.2551 -2.4234
H -4.1229 0.8315 -2.7345
H -4.3734 4.0186 -0.7905
H -3.9042 2.8226 0.4346
H -2.7165 4.0079 -0.1512
C -1.4325 -0.1717 4.7814
P 0.1320 0.1142 3.9352
C 0.9871 1.5849 4.5258
C 1.1769 -1.3207 4.2703
O -0.1407 0.2953 2.4486
H -1.7934 -1.1843 4.5325
H -2.1624 0.5718 4.4288
H -1.3161 -0.0859 5.8709
H 1.0020 1.6073 5.6236
H 2.0222 1.5936 4.1453
H 0.4592 2.4730 4.1470
H 0.6937 -2.2264 3.8799
H 2.1630 -1.2226 3.8036
H 1.3179 -1.4462 5.3499
*
```

Here are the Löwdin charges for atoms 1 to 99, given in e:
1 C -0.327
2 C -0.326
3 C -0.015
4 C -0.001
5 C -0.043
6 H 0.120
7 H 0.117
8 H 0.115
9 N 0.035
10 P 1.101
11 P 1.066
12 C -0.256
13 H 0.073
14 H 0.078
15 C -0.163
16 H 0.084
17 C -0.658
18 C -0.660
19 C -0.649
20 C -0.673
21 C -0.095
22 H 0.064
23 H 0.090
24 H 0.047
25 C -0.093
26 H 0.063
27 H 0.085
28 H 0.094
29 C -0.101
30 H 0.086
31 H 0.085
32 H 0.047
33 C -0.092
34 H 0.064
35 H 0.096
36 H 0.065
37 C -0.111
38 H 0.045
39 H 0.078
40 H 0.097
41 C -0.093
42 H 0.058
43 H 0.095
44 H 0.074
45 C -0.088
46 H 0.097
47 H 0.049
48 H 0.065
49 C -0.084
50 H 0.085
51 H 0.041
52 H 0.100
53 C -0.090
54 H 0.094
55 H 0.058
56 H 0.077
57 C -0.113
58 H 0.092
59 H 0.098
60 H 0.022
61 C -0.121
62 H 0.047
63 H 0.094
64 H 0.057
65 C -0.096
66 H 0.077
67 H 0.068
68 H 0.094
69 Pd 0.490
70 C -0.276
71 O 0.075
72 N 0.097
73 C -0.076
74 C -0.568
75 C -0.042
76 C -0.052
77 C -0.031
78 H 0.073
79 H 0.099
80 H 0.100
81 H 0.085
82 H 0.100
83 H 0.096
84 H 0.102
85 H 0.098
86 H 0.087
87 C -0.175
88 P 0.549
89 C -0.172
90 C -0.165
91 O -0.470
92 H 0.049
93 H 0.065
94 H 0.057
95 H 0.058
96 H 0.040
97 H 0.064
98 H 0.047
99 H 0.041